A 2-piece molecular cluster, C3H12N2O2 overall at a distorted geometry, computed with ωB97M-V with the def2-TZVPD basis set.

Last column: Löwdin charge in e.
Element x y z (Å)
1 N -1.64842 -0.10514 1.39116  0.020
2 C -0.59534 0.86778 0.89045  -0.217
3 C 0.67366 0.12240 0.40371  -0.328
4 N 1.85748 0.69201 1.19488  0.032
5 C 0.82008 0.41528 -1.14451  -0.297
6 O 1.56459 -0.56347 -1.74383  -0.077
7 H -1.23524 -0.84768 1.84348  0.027
8 H -2.36613 0.34045 1.91864  0.055
9 H -0.99263 1.43820 0.03301  0.100
10 H -0.44965 1.61606 1.57134  0.067
11 H 0.59993 -1.00904 0.58608  0.153
12 H 2.09506 1.60285 0.86034  0.048
13 H 2.58806 0.12375 0.80449  0.048
14 H 1.06055 1.48370 -1.34790  0.131
15 H -0.31341 0.23443 -1.54583  0.125
16 H 1.03686 -1.40475 -1.69770  0.100
17 O -1.20487 -1.75720 -1.30632  -0.044
18 H -1.72423 -1.08730 -0.80106  0.046
19 H -1.76635 -2.16233 -1.91043  0.010

DFT total energy, Eh: -381.4377
Kohn-Sham gap, eV: 9.8
Relative energy (zero: lowest compared OMol25 entry of this formula, charge and spin), kJ/mol: 202.6
HOMO, Eh: -0.331
E_LUMO, eV: 0.798